C18H16Cl2IrN4PS3 as an isolated structure in a non-equilibrium geometry, computed with the ωB97M-V functional and the def2-TZVPD basis.

For the relative energy (zero: lowest compared OMol25 entry of this formula, charge and spin), the calculation gives 1.7746 eV. The calculation puts the LUMO energy at -0.66 eV. Its net charge is 0.

```
45
Properties=species:S:1:pos:R:3:lowdin_charge:R:1
Ir -0.04302 -0.09360 -0.12785 0.71
Cl -1.26246 -2.44731 -0.51436 0.72
C -0.78430 -3.34656 0.89879 -0.64
C -1.52814 -4.45469 1.25074 -0.11
C -1.17820 -5.16014 2.38939 -0.08
C -0.10937 -4.73344 3.15950 -0.10
C 0.62652 -3.62652 2.77210 -0.68
Cl 1.95622 -3.13112 3.76625 0.68
C 0.32262 -2.90249 1.61231 -0.68
S 1.34436 -1.56484 1.11758 0.57
H -2.37045 -4.75478 0.64281 0.11
H -1.74358 -6.03431 2.68081 0.11
H 0.15780 -5.25164 4.06982 0.11
S -1.25966 2.00293 -1.12154 0.63
C -0.79498 1.09717 -2.47565 -1.17
N -0.23211 -0.06117 -2.26082 -0.22
C 0.15842 -0.72053 -3.42140 -0.31
C 0.76635 -1.96725 -3.50000 -0.02
C 1.06376 -2.47407 -4.75166 -0.07
C 0.77455 -1.74628 -5.90961 -0.08
C 0.17658 -0.50015 -5.83567 -0.08
C -0.13216 0.00573 -4.57921 -0.46
S -0.90303 1.52052 -4.15779 1.06
H 0.99269 -2.51224 -2.59184 0.10
H 1.51894 -3.45162 -4.83681 0.11
H 1.02215 -2.15977 -6.87800 0.11
H -0.04842 0.06160 -6.73263 0.11
C 3.36331 0.41069 -0.22835 -0.27
P 1.76388 1.24315 -0.35536 0.61
C 1.96497 2.23590 -1.85447 -0.25
C 1.80285 2.47191 0.96956 -0.23
H 4.15118 1.15991 -0.14715 0.06
H 3.52215 -0.20170 -1.11675 0.06
H 3.38202 -0.24626 0.63793 -0.02
H 2.89401 2.79792 -1.75654 0.06
H 1.13140 2.92364 -1.96363 0.02
H 2.01730 1.59739 -2.73750 0.05
H 2.59893 3.19665 0.79364 0.06
H 1.96284 1.96448 1.92100 0.06
H 0.84031 2.98033 1.00550 0.04
N -1.00596 0.31225 1.56683 -0.10
C -1.60852 0.52810 2.54705 -0.32
N -2.30052 0.89146 3.52433 0.08
C -2.55508 0.35284 4.69556 -0.39
N -2.83065 -0.05144 5.74352 0.09
```